[1]
{"formula": "C47H73AuN4O2SbSi3Te", "method": "ωB97M-V/def2-TZVPD", "elements": ["Au", "C", "Si", "C", "C", "Sb", "Si", "C", "C", "C", "Si", "C", "C", "C", "H", "H", "H", "H", "H", "H", "H", "H", "H", "H", "H", "H", "H", "H", "H", "H", "H", "H", "H", "H", "H", "H", "H", "H", "H", "H", "H", "C", "C", "C", "N", "H", "H", "H", "H", "H", "C", "C", "N", "C", "C", "C", "O", "C", "C", "C", "C", "N", "C", "H", "H", "H", "H", "H", "H", "H", "H", "H", "H", "H", "H", "H", "H", "C", "C", "C", "C", "C", "C", "Te", "N", "C", "O", "C", "C", "C", "C", "C", "C", "C", "C", "C", "C", "C", "C", "C", "C", "C", "C", "C", "C", "H", "H", "H", "H", "H", "H", "H", "H", "H", "H", "H", "H", "H", "H", "H", "H", "H", "H", "H", "H", "H", "H", "H", "H", "H", "H", "H"], "positions_angstrom": [[-0.56, -0.05, 0.33], [1.48, 2.34, 4.28], [-0.39, 2.17, 4.23], [-1.04, 2.01, 5.98], [-1.11, 3.72, 3.46], [-0.95, 0.08, 2.88], [0.14, -1.80, 4.22], [1.94, -1.42, 4.58], [-0.74, -2.06, 5.86], [-0.08, -3.34, 3.19], [-3.44, -0.29, 3.28], [-4.02, -0.07, 5.05], [-3.79, -2.04, 2.70], [-4.38, 0.92, 2.21], [1.75, 3.20, 4.88], [1.88, 2.48, 3.27], [1.95, 1.45, 4.70], [-0.70, 2.87, 6.56], [-0.69, 1.10, 6.47], [-2.13, 2.00, 6.01], [-0.82, 4.58, 4.07], [-2.20, 3.69, 3.41], [-0.72, 3.88, 2.45], [2.03, -0.84, 5.50], [2.42, -0.90, 3.76], [2.47, -2.37, 4.73], [-0.56, -1.26, 6.57], [-0.35, -2.99, 6.30], [-1.82, -2.18, 5.75], [0.10, -3.15, 2.13], [-1.10, -3.73, 3.29], [0.61, -4.12, 3.52], [-3.41, -0.58, 5.79], [-5.04, -0.47, 5.13], [-4.06, 0.99, 5.32], [-3.45, -2.78, 3.42], [-3.29, -2.24, 1.75], [-4.87, -2.18, 2.55], [-4.20, 1.96, 2.52], [-5.46, 0.73, 2.31], [-4.11, 0.82, 1.16], [4.26, -2.98, -1.12], [2.93, -2.24, -1.06], [2.56, -1.83, 0.29], [2.25, -1.48, 1.34], [4.44, -3.33, -2.13], [4.25, -3.85, -0.45], [5.08, -2.33, -0.82], [2.11, -2.84, -1.45], [2.97, -1.32, -1.67], [-2.89, 3.50, -7.16], [-3.55, 2.34, -6.44], [-2.99, 2.14, -5.10], [-1.93, 1.14, -5.01], [-2.49, -0.27, -4.88], [-3.54, 2.87, -4.10], [-4.45, 3.66, -4.33], [-3.03, 2.81, -2.68], [-3.23, 3.98, -1.95], [-2.87, 4.03, -0.62], [-2.33, 2.89, -0.04], [-2.14, 1.76, -0.71], [-2.48, 1.72, -2.01], [-3.15, 3.50, -8.22], [-1.80, 3.44, -7.08], [-3.21, 4.45, -6.73], [-3.42, 1.41, -6.99], [-4.62, 2.52, -6.33], [-1.24, 1.38, -4.20], [-1.35, 1.21, -5.93], [-3.15, -0.37, -4.02], [-1.68, -0.99, -4.78], [-3.06, -0.54, -5.77], [-3.68, 4.82, -2.45], [-3.01, 4.93, -0.03], [-2.03, 2.88, 1.00], [-2.31, 0.76, -2.48], [3.81, 8.00, -5.03], [3.32, 6.71, -4.43], [3.58, 6.38, -3.11], [3.09, 5.22, -2.53], [3.42, 4.95, -1.08], [2.33, 4.32, -3.30], [1.37, 2.65, -2.36], [0.48, 0.14, -1.66], [0.17, -1.04, -2.09], [-0.44, -1.82, -1.28], [0.52, -1.53, -3.45], [1.27, -0.76, -4.34], [1.55, -1.23, -5.61], [1.10, -2.48, -6.00], [0.36, -3.26, -5.12], [0.08, -2.79, -3.85], [3.19, 1.63, -1.90], [4.09, 1.29, -2.91], [3.89, 1.62, -4.36], [5.26, 0.61, -2.57], [5.56, 0.26, -1.26], [6.83, -0.47, -0.91], [4.65, 0.63, -0.27], [3.48, 1.31, -0.56], [2.59, 1.70, 0.58], [2.07, 4.63, -4.64], [1.31, 3.73, -5.59], [2.57, 5.82, -5.18], [4.53, 8.49, -4.37], [2.98, 8.69, -5.21], [4.30, 7.82, -5.99], [4.17, 7.06, -2.50], [4.07, 5.73, -0.69], [3.92, 3.99, -0.96], [2.51, 4.92, -0.48], [1.61, 0.22, -4.01], [2.13, -0.62, -6.29], [1.32, -2.85, -7.00], [0.01, -4.24, -5.42], [-0.51, -3.38, -3.15], [2.83, 1.63, -4.63], [4.40, 0.90, -5.00], [4.27, 2.62, -4.59], [5.96, 0.33, -3.36], [7.41, -0.70, -1.80], [6.61, -1.41, -0.39], [7.45, 0.12, -0.24], [4.87, 0.38, 0.76], [2.97, 1.30, 1.51], [1.58, 1.32, 0.44], [2.52, 2.79, 0.66], [0.65, 3.04, -5.07], [2.01, 3.12, -6.18], [0.73, 4.32, -6.29], [2.37, 6.04, -6.23]], "lowdin_charge": [0.496, -0.210, 0.294, -0.211, -0.228, 0.853, 0.297, -0.238, -0.220, -0.228, 0.286, -0.218, -0.228, -0.229, 0.038, 0.012, 0.012, 0.037, 0.016, 0.012, 0.037, 0.024, 0.020, 0.023, -0.011, 0.035, 0.017, 0.037, 0.009, 0.010, 0.019, 0.034, 0.012, 0.036, 0.018, 0.020, 0.029, 0.033, 0.021, 0.036, 0.017, -0.066, -0.204, -0.202, 0.190, 0.084, 0.082, 0.034, 0.112, 0.101, -0.063, -0.203, -0.051, -0.212, -0.049, -0.397, 0.042, -0.079, 0.004, -0.033, -0.159, 0.016, -0.096, 0.074, 0.062, 0.075, 0.113, 0.117, 0.081, 0.121, 0.079, 0.057, 0.077, 0.122, 0.108, 0.067, 0.090, -0.053, -0.270, -0.020, -0.297, -0.077, -0.404, 1.461, -0.006, -0.683, -0.134, -0.188, -0.040, -0.071, -0.087, -0.079, -0.039, -0.400, -0.287, -0.072, -0.013, -0.280, -0.050, -0.030, -0.321, -0.117, -0.309, -0.086, -0.025, 0.072, 0.082, 0.078, 0.112, 0.076, 0.064, 0.065, 0.044, 0.102, 0.100, 0.102, 0.118, 0.015, 0.084, 0.093, 0.116, 0.079, 0.060, 0.084, 0.124, 0.063, -0.008, 0.061, 0.010, 0.081, 0.073, 0.120], "lumo_energy_ev": [0.52, -0.62], "s_squared": 0.76, "multiplicity": 2, "e_above_lowest_kj_mol": 34.7}

[2]
{"formula": "C47H74F24N9O16S8", "method": "ωB97M-V/def2-TZVPD", "elements": ["C", "C", "C", "N", "C", "C", "C", "C", "C", "C", "H", "H", "H", "H", "H", "H", "H", "H", "H", "H", "H", "H", "H", "H", "H", "H", "H", "H", "H", "H", "C", "C", "C", "N", "C", "C", "C", "C", "C", "C", "H", "H", "H", "H", "H", "H", "H", "H", "H", "H", "H", "H", "H", "H", "H", "H", "H", "H", "H", "H", "C", "C", "C", "N", "C", "C", "C", "C", "C", "C", "H", "H", "H", "H", "H", "H", "H", "H", "H", "H", "H", "H", "H", "H", "H", "H", "H", "H", "H", "H", "C", "N", "C", "C", "C", "C", "C", "C", "C", "C", "N", "C", "C", "C", "H", "H", "H", "H", "H", "H", "H", "H", "H", "H", "H", "H", "H", "H", "C", "F", "F", "F", "S", "O", "O", "N", "S", "O", "O", "C", "F", "F", "F", "C", "F", "F", "F", "S", "O", "O", "N", "S", "O", "O", "C", "F", "F", "F", "C", "F", "F", "F", "S", "O", "O", "N", "S", "O", "O", "C", "F", "F", "F", "C", "F", "F", "F", "S", "O", "O", "N", "S", "O", "O", "C", "F", "F", "F"], "positions_angstrom": [[1.37, -26.27, -16.72], [2.75, -26.70, -17.28], [3.95, -26.33, -16.42], [5.29, -27.01, -16.77], [5.19, -28.51, -16.69], [6.49, -29.34, -16.57], [7.37, -28.80, -15.44], [7.61, -27.35, -15.67], [6.34, -26.54, -15.71], [5.69, -26.62, -18.20], [1.12, -26.79, -15.80], [0.55, -26.30, -17.44], [1.31, -25.24, -16.38], [2.83, -26.14, -18.21], [2.67, -27.75, -17.57], [3.81, -26.45, -15.35], [4.13, -25.26, -16.50], [4.63, -28.67, -15.77], [4.52, -28.95, -17.43], [6.36, -30.40, -16.37], [6.95, -29.42, -17.56], [6.92, -28.89, -14.45], [8.27, -29.42, -15.37], [8.25, -26.96, -14.89], [8.25, -27.27, -16.55], [5.94, -26.62, -14.69], [6.62, -25.51, -15.93], [5.00, -27.16, -18.85], [6.71, -26.93, -18.47], [5.52, -25.55, -18.28], [2.52, -21.40, -12.88], [3.44, -20.31, -12.32], [4.48, -20.78, -11.26], [5.60, -19.77, -10.95], [6.51, -20.26, -9.76], [7.85, -19.48, -9.55], [8.64, -19.26, -10.86], [7.80, -18.59, -11.92], [6.54, -19.48, -12.19], [5.05, -18.38, -10.56], [2.28, -21.13, -13.90], [1.58, -21.33, -12.33], [2.98, -22.39, -12.86], [2.86, -19.59, -11.74], [3.86, -19.75, -13.15], [5.08, -21.61, -11.62], [3.91, -21.03, -10.36], [6.70, -21.32, -9.90], [5.87, -20.21, -8.88], [8.47, -20.11, -8.90], [7.58, -18.58, -8.98], [8.92, -20.21, -11.30], [9.59, -18.74, -10.76], [8.36, -18.29, -12.81], [7.60, -17.57, -11.61], [6.72, -20.43, -12.69], [5.89, -19.05, -12.96], [4.31, -18.40, -9.76], [4.65, -17.90, -11.45], [5.86, -17.77, -10.17], [3.34, -22.90, -20.86], [3.58, -23.16, -22.37], [3.33, -21.97, -23.36], [3.47, -22.24, -24.86], [4.91, -22.67, -25.30], [5.05, -22.95, -26.83], [3.97, -23.80, -27.37], [2.53, -23.47, -26.91], [2.35, -23.17, -25.42], [3.20, -20.95, -25.51], [2.27, -22.81, -20.67], [3.91, -22.05, -20.48], [3.72, -23.70, -20.23], [2.89, -23.96, -22.63], [4.60, -23.55, -22.31], [3.94, -21.09, -23.14], [2.30, -21.66, -23.23], [4.98, -23.64, -24.81], [5.71, -22.03, -24.94], [5.96, -23.50, -27.07], [5.19, -21.97, -27.29], [4.10, -24.87, -27.19], [4.05, -23.73, -28.46], [1.83, -24.26, -27.17], [2.12, -22.67, -27.52], [2.49, -24.12, -24.90], [1.39, -22.69, -25.23], [3.10, -21.07, -26.59], [3.91, -20.19, -25.17], [2.29, -20.51, -25.11], [13.70, -17.81, -23.18], [12.79, -18.64, -22.31], [12.47, -18.22, -21.08], [11.99, -19.13, -20.14], [11.81, -20.52, -20.48], [12.09, -20.86, -21.84], [12.60, -19.96, -22.72], [11.34, -21.56, -19.50], [10.36, -21.35, -18.56], [9.89, -22.44, -17.82], [10.42, -23.68, -18.04], [11.47, -23.94, -18.92], [11.93, -22.82, -19.64], [9.87, -24.93, -17.26], [14.68, -18.25, -23.02], [13.70, -16.75, -22.95], [13.41, -18.01, -24.21], [12.66, -17.16, -20.95], [11.77, -18.83, -19.13], [11.93, -21.86, -22.21], [12.95, -20.28, -23.69], [9.92, -20.37, -18.43], [9.14, -22.35, -17.05], [11.74, -24.99, -18.93], [12.71, -22.95, -20.38], [10.03, -24.73, -16.20], [10.44, -25.84, -17.45], [8.82, -25.12, -17.48], [13.46, -16.61, -17.81], [14.13, -17.47, -18.53], [14.20, -15.50, -17.41], [12.45, -16.21, -18.51], [12.82, -17.43, -16.13], [13.79, -18.48, -15.88], [12.80, -16.31, -15.15], [11.37, -18.17, -16.69], [10.28, -17.38, -15.93], [10.31, -17.41, -14.48], [10.06, -16.09, -16.54], [8.69, -18.44, -16.34], [8.86, -19.65, -15.81], [7.56, -17.83, -15.91], [8.45, -18.56, -17.66], [5.20, -24.72, -10.29], [6.33, -24.03, -10.65], [5.55, -25.36, -9.13], [4.11, -23.91, -10.06], [4.78, -26.04, -11.72], [4.38, -25.26, -12.88], [6.02, -26.80, -11.81], [3.45, -26.96, -11.02], [3.82, -28.38, -11.59], [4.13, -28.42, -13.00], [4.71, -29.15, -10.74], [2.21, -29.39, -11.36], [2.13, -29.46, -10.00], [1.18, -28.67, -11.89], [2.31, -30.68, -11.82], [9.35, -22.27, -13.79], [10.19, -22.22, -14.88], [9.96, -22.80, -12.72], [8.97, -21.01, -13.64], [7.77, -23.43, -14.14], [8.16, -24.81, -14.01], [6.91, -22.96, -13.10], [7.39, -23.05, -15.81], [6.11, -22.32, -15.90], [4.92, -23.15, -15.72], [6.18, -21.09, -15.07], [5.98, -21.78, -17.75], [7.09, -21.06, -18.10], [6.01, -22.96, -18.48], [4.81, -21.24, -18.05], [8.27, -22.93, -21.41], [7.97, -23.24, -20.18], [9.57, -23.18, -21.64], [7.60, -23.63, -22.32], [7.95, -21.13, -21.76], [6.61, -20.98, -21.20], [9.10, -20.47, -21.09], [8.09, -20.93, -23.48], [8.50, -19.49, -23.69], [7.73, -18.51, -22.83], [9.96, -19.28, -23.88], [7.83, -19.08, -25.49], [7.94, -20.14, -26.26], [6.58, -18.68, -25.50], [8.50, -18.03, -25.98]], "lowdin_charge": [-0.081, -0.216, -0.112, -0.201, -0.113, -0.142, -0.186, -0.201, -0.074, 0.051, 0.075, 0.081, 0.076, 0.101, 0.107, 0.122, 0.111, 0.127, 0.127, 0.125, 0.114, 0.123, 0.126, 0.112, 0.102, 0.119, 0.097, 0.102, 0.102, 0.093, -0.071, -0.215, -0.100, -0.202, -0.071, -0.128, -0.182, -0.151, -0.070, 0.021, 0.079, 0.078, 0.069, 0.102, 0.103, 0.104, 0.135, 0.116, 0.125, 0.119, 0.109, 0.098, 0.129, 0.109, 0.117, 0.089, 0.114, 0.109, 0.107, 0.090, -0.089, -0.197, -0.087, -0.243, -0.050, -0.172, -0.189, -0.161, -0.071, -0.016, 0.079, 0.063, 0.062, 0.099, 0.095, 0.138, 0.132, 0.125, 0.125, 0.131, 0.119, 0.121, 0.126, 0.124, 0.109, 0.127, 0.141, 0.109, 0.116, 0.114, 0.044, -0.059, 0.031, 0.086, -0.084, 0.009, -0.002, -0.131, 0.056, 0.015, -0.030, 0.046, 0.037, 0.050, 0.110, 0.109, 0.105, 0.142, 0.098, 0.125, 0.150, 0.117, 0.089, 0.133, 0.125, 0.088, 0.091, 0.077, -0.647, 0.148, 0.089, 0.155, 0.704, -0.323, -0.301, -0.317, 0.518, -0.317, -0.302, -0.621, 0.103, 0.117, 0.104, -0.498, 0.117, 0.127, 0.107, 0.714, -0.254, -0.268, -0.069, 0.585, -0.241, -0.155, -0.530, 0.115, 0.117, 0.143, -0.553, 0.091, 0.151, 0.149, 0.702, -0.285, -0.300, -0.310, 0.521, -0.319, -0.326, -0.550, 0.106, 0.039, 0.169, -0.689, 0.169, 0.123, 0.130, 0.739, -0.300, -0.319, -0.308, 0.596, -0.340, -0.340, -0.677, 0.128, 0.141, 0.142], "lumo_energy_ev": [-5.38, -8.71], "s_squared": 0.76, "multiplicity": 2, "charge": 2}

Asked for maximum force across the records above, the calculation gives 0.35, 7.48 eV/Å in order.
Asked for energy across the records above, the calculation gives -101138.143, -247984.347 eV in order.